{"formula": "C27H40N5O5S", "method": "ωB97M-V/def2-TZVPD", "elements": ["C", "C", "C", "C", "N", "C", "N", "C", "C", "C", "C", "C", "C", "O", "O", "C", "N", "C", "C", "C", "C", "C", "C", "C", "C", "N", "C", "C", "C", "O", "C", "C", "O", "O", "C", "N", "C", "S", "H", "H", "H", "H", "H", "H", "H", "H", "H", "H", "H", "H", "H", "H", "H", "H", "H", "H", "H", "H", "H", "H", "H", "H", "H", "H", "H", "H", "H", "H", "H", "H", "H", "H", "H", "H", "H", "H", "H", "H"], "xyz": [[4.742, 2.505, 1.427], [3.323, 3.062, 1.093], [2.928, 4.334, 1.884], [2.241, 5.456, 1.039], [0.763, 5.465, 1.121], [0.276, 4.356, 0.368], [0.119, 3.215, 1.003], [-0.315, 2.181, 0.219], [-0.474, 0.903, 0.831], [-0.186, 0.793, 2.335], [-1.495, 0.976, 3.188], [-2.650, 1.651, 2.436], [-3.887, 1.789, 3.366], [-3.902, 1.203, 4.418], [-4.966, 2.547, 2.971], [-0.882, -0.205, 0.106], [-0.995, -1.461, 0.751], [-2.366, -1.956, 0.884], [-2.281, -3.361, 1.594], [-3.086, -4.467, 0.868], [-1.178, -0.011, -1.307], [-1.673, -1.170, -2.168], [-0.858, -2.497, -2.016], [-0.252, -2.961, -3.373], [1.174, -3.565, -3.249], [1.418, -4.299, -1.981], [1.056, -5.710, -2.161], [2.761, -4.134, -1.565], [3.146, -2.740, -1.017], [3.627, -4.982, -1.631], [-1.051, 1.219, -1.887], [-1.365, 1.387, -3.398], [-0.341, 1.399, -4.122], [-2.540, 1.501, -3.795], [-0.601, 2.372, -1.146], [-0.488, 3.551, -1.821], [-0.032, 4.492, -1.031], [0.221, 6.128, -1.791], [5.092, 1.935, 0.552], [5.461, 3.268, 1.755], [4.625, 1.769, 2.242], [2.608, 2.268, 1.371], [3.250, 3.178, 0.000], [3.839, 4.774, 2.337], [2.261, 4.118, 2.737], [2.589, 5.408, -0.003], [2.606, 6.421, 1.437], [0.483, 5.365, 2.091], [0.517, 1.573, 2.659], [0.299, -0.165, 2.584], [-1.256, 1.604, 4.062], [-1.821, -0.007, 3.558], [-3.013, 1.065, 1.572], [-2.404, 2.673, 2.106], [-5.270, 2.251, 2.101], [-0.521, -1.479, 1.642], [-2.985, -1.328, 1.555], [-2.869, -2.136, -0.070], [-1.222, -3.677, 1.547], [-2.520, -3.297, 2.668], [-2.983, -4.415, -0.224], [-2.644, -5.437, 1.168], [-4.138, -4.525, 1.193], [-1.718, -0.930, -3.238], [-2.722, -1.359, -1.868], [-1.581, -3.273, -1.702], [-0.083, -2.466, -1.244], [-0.916, -3.732, -3.799], [-0.167, -2.097, -4.052], [1.355, -4.245, -4.106], [1.912, -2.757, -3.344], [0.228, -5.738, -2.891], [1.859, -6.336, -2.580], [0.642, -6.166, -1.246], [3.281, -2.092, -1.901], [2.350, -2.304, -0.400], [4.122, -2.782, -0.519], [1.522, 6.108, -2.193]], "homo_ev": -4.59, "smiles": "CCCCNc1nc2c(CCCC(=O)O)c(NCCC)c(CCCCN(C)C(C)=O)c(C(=O)[O-])c2nc1S", "total_charge": -1, "spin_multiplicity": 1, "lumo_energy_ev": 2.3, "e_tot_ha": -2101.0511}


{"formula": "C19H18FN3O3S", "method": "ωB97M-V/def2-TZVPD", "elements": ["C", "O", "C", "C", "C", "C", "C", "N", "C", "O", "C", "C", "C", "O", "N", "C", "C", "N", "C", "C", "C", "C", "C", "F", "C", "S", "C", "H", "H", "H", "H", "H", "H", "H", "H", "H", "H", "H", "H", "H", "H", "H", "H", "H", "H"], "xyz": [[5.285, -0.728, 0.429], [4.023, -0.697, 1.056], [2.965, -1.247, 0.407], [3.028, -1.915, -0.813], [1.869, -2.430, -1.368], [0.643, -2.297, -0.745], [0.579, -1.620, 0.468], [-0.623, -1.386, 1.150], [-1.893, -1.552, 0.712], [-2.240, -2.154, -0.278], [-2.909, -0.824, 1.608], [-4.315, -0.870, 1.053], [-4.504, -0.186, -0.288], [-5.519, -0.353, -0.920], [-3.497, 0.627, -0.780], [-3.573, 0.991, -2.188], [-2.352, 1.023, -0.146], [-1.371, 1.425, -0.821], [-0.156, 1.868, -0.354], [-0.014, 2.758, 0.712], [1.246, 3.166, 1.110], [2.378, 2.708, 0.460], [2.216, 1.844, -0.610], [3.312, 1.406, -1.267], [0.977, 1.420, -1.036], [-2.381, 0.924, 1.666], [1.733, -1.105, 1.040], [5.960, -0.206, 1.106], [5.638, -1.754, 0.288], [5.262, -0.210, -0.533], [3.962, -2.032, -1.335], [1.925, -2.947, -2.314], [-0.252, -2.696, -1.190], [-0.507, -0.836, 1.994], [-2.870, -1.203, 2.631], [-4.630, -1.906, 0.905], [-5.012, -0.407, 1.757], [-3.406, 2.061, -2.297], [-2.808, 0.453, -2.746], [-4.563, 0.721, -2.548], [-0.894, 3.138, 1.209], [1.347, 3.850, 1.939], [3.367, 3.011, 0.762], [0.879, 0.735, -1.862], [1.697, -0.569, 1.977]], "homo_ev": -8.50, "smiles": "COc1cccc(NC(=O)[C@@H]2CC(=O)N(C)/C(=N/c3cccc(F)c3)S2)c1", "total_charge": 0, "relative_energy_ev": 0.2740, "spin_multiplicity": 1, "lumo_energy_ev": 0.2, "e_tot_ha": -1622.9012}


{"formula": "C14H86I2O36SSi2", "method": "ωB97M-V/def2-TZVPD", "elements": ["C", "C", "I", "C", "I", "Si", "C", "C", "C", "O", "C", "C", "C", "C", "C", "C", "C", "C", "S", "O", "O", "O", "Si", "H", "H", "H", "H", "H", "H", "H", "H", "H", "H", "H", "H", "H", "H", "H", "H", "H", "H", "H", "H", "H", "H", "O", "H", "H", "O", "H", "H", "O", "H", "H", "O", "H", "H", "O", "H", "H", "O", "H", "H", "O", "H", "H", "O", "H", "H", "O", "H", "H", "O", "H", "H", "O", "H", "H", "O", "H", "H", "O", "H", "H", "O", "H", "H", "O", "H", "H", "O", "H", "H", "O", "H", "H", "O", "H", "H", "O", "H", "H", "O", "H", "H", "O", "H", "H", "O", "H", "H", "O", "H", "H", "O", "H", "H", "O", "H", "H", "O", "H", "H", "O", "H", "H", "O", "H", "H", "O", "H", "H", "O", "H", "H", "O", "H", "H", "O", "H", "H"], "xyz": [[2.316, -2.403, 0.697], [3.629, -1.824, 0.213], [4.983, -3.260, -0.506], [3.902, -0.512, 0.229], [5.732, 0.193, -0.586], [2.776, 0.831, 0.928], [0.951, 0.498, 0.726], [0.265, 0.149, 2.075], [-0.338, 1.401, 2.718], [-0.613, -0.949, 1.931], [-1.785, -0.639, 1.187], [-2.311, -1.840, 0.440], [-3.633, -1.834, 0.011], [-4.141, -2.913, -0.699], [-3.345, -4.012, -0.996], [-2.026, -4.019, -0.561], [-1.519, -2.944, 0.161], [3.129, 2.434, -0.044], [2.378, 2.385, -1.636], [3.331, 2.621, -2.683], [1.173, 3.178, -1.599], [3.115, 1.184, 2.501], [4.056, 0.183, 3.470], [2.136, -2.192, 1.751], [2.336, -3.487, 0.593], [1.506, -2.060, 0.061], [0.505, 1.432, 0.363], [0.714, -0.247, -0.034], [1.027, -0.204, 2.775], [0.499, 1.962, 3.135], [-1.026, 1.123, 3.511], [-0.895, 1.986, 1.989], [-2.568, -0.256, 1.840], [-1.579, 0.131, 0.433], [-4.277, -0.992, 0.223], [-5.176, -2.908, -1.022], [-3.699, -4.862, -1.562], [-1.379, -4.856, -0.784], [-0.495, -3.002, 0.503], [2.641, 3.237, 0.515], [4.187, 2.671, -0.114], [1.973, 1.093, -1.753], [4.200, 0.864, 4.769], [3.403, -1.120, 3.680], [5.399, 0.043, 2.871], [2.237, -3.217, -2.864], [3.046, -3.241, -2.331], [2.574, -3.128, -3.764], [-4.015, 1.031, -1.403], [-3.160, 1.457, -1.524], [-4.194, 0.604, -2.249], [4.278, -3.899, 3.011], [4.131, -4.856, 3.050], [4.446, -3.703, 2.081], [4.759, -1.908, -3.616], [4.750, -1.019, -3.248], [4.738, -1.752, -4.569], [-5.727, 3.595, -1.458], [-5.104, 2.889, -1.237], [-5.998, 3.931, -0.598], [-3.355, 1.541, 3.022], [-3.985, 1.603, 3.746], [-3.330, 2.436, 2.661], [2.981, 0.110, -4.778], [2.306, 0.183, -4.096], [3.110, 1.020, -5.065], [-2.161, 4.175, 1.211], [-2.039, 5.106, 1.428], [-1.305, 3.907, 0.860], [0.103, -5.269, -2.708], [0.950, -4.804, -2.771], [0.017, -5.722, -3.552], [-0.838, 6.732, 2.712], [-0.139, 6.197, 3.105], [-1.238, 7.188, 3.463], [-3.753, 7.112, 3.384], [-3.738, 6.147, 3.378], [-3.815, 7.345, 2.449], [-4.968, -4.604, 2.163], [-5.833, -4.217, 1.979], [-4.383, -4.183, 1.522], [8.624, 2.465, -1.061], [9.119, 2.157, -0.295], [7.715, 2.205, -0.884], [3.792, -4.140, -5.742], [4.584, -4.191, -5.195], [4.131, -4.084, -6.643], [-0.423, -3.949, -5.450], [-0.199, -3.079, -5.102], [0.392, -4.265, -5.856], [-5.907, 6.860, -0.770], [-6.044, 5.927, -0.962], [-5.952, 7.287, -1.631], [-1.054, -3.262, 3.585], [-1.698, -3.311, 4.302], [-1.165, -2.375, 3.212], [-1.027, 5.158, -1.862], [-0.603, 4.352, -2.180], [-0.287, 5.703, -1.577], [-5.763, 2.920, 3.331], [-6.076, 2.680, 2.453], [-6.564, 3.042, 3.851], [-3.003, -4.699, -4.123], [-2.152, -4.726, -3.668], [-2.764, -4.580, -5.047], [4.193, -6.942, -6.557], [4.759, -7.623, -6.181], [3.827, -6.467, -5.803], [-2.299, 10.040, 2.491], [-1.341, 10.040, 2.578], [-2.549, 9.117, 2.597], [2.115, 6.102, 1.835], [1.225, 6.355, 1.567], [2.686, 6.510, 1.177], [6.447, -0.097, -5.290], [7.021, -0.770, -4.907], [6.088, 0.371, -4.529], [-6.724, -3.184, 3.777], [-6.054, -3.836, 4.022], [-7.021, -2.796, 4.605], [0.516, 1.462, -5.793], [0.487, 2.355, -5.432], [0.507, 1.592, -6.747], [1.479, -3.842, 4.131], [0.724, -3.537, 3.585], [2.274, -3.601, 3.642], [5.200, 2.210, -7.529], [5.773, 1.535, -7.145], [4.843, 2.681, -6.771], [5.110, -6.254, 4.264], [4.752, -6.988, 4.774], [5.340, -5.586, 4.918], [-0.407, -3.487, 6.590], [0.376, -3.265, 7.101], [-0.108, -3.429, 5.673], [-5.783, 9.707, 3.711], [-5.373, 8.904, 3.374], [-5.039, 10.254, 3.983], [-7.964, -5.476, 1.134], [-7.310, -6.131, 1.404], [-8.247, -5.068, 1.960]], "homo_ev": -8.85, "total_charge": 0, "spin_multiplicity": 1, "lumo_energy_ev": -1.1, "e_tot_ha": -4866.2608}